[1]
The following is a quantum chemistry calculation of a cluster of 10 separate species, C32H54Br10N2O3 in total at a distorted geometry, from the Open Molecules 2025 dataset.

Computed properties:
HOMO level = -0.3450 Ha
largest force on an atom = 2.11 eV/Å
2S+1 = 1
electronic energy = -743606.00598 eV
structure (SMILES) = c1ccncc1.c1ccncc1.C1CCOC1.C1CCOC1.C1CCOC1.BrCCBr.BrCCBr.BrCCBr.BrCCBr.BrCCBr

Last column: Mulliken charge in e.
Positions of all 101 atoms, in Å:
H -10.494 18.390 -7.852  0.304
C -4.088 22.566 0.571  -0.661
H -10.903 19.090 -5.157  0.303
C -5.284 30.377 -1.008  0.146
C -11.863 26.575 -4.945  -0.274
H -5.982 20.415 -1.245  0.418
Br -4.275 27.843 -7.045  -0.176
H -13.489 27.931 -7.540  0.352
C -3.107 25.721 -2.278  -0.814
Br -7.808 27.894 -2.714  -0.026
H -7.672 24.859 -1.867  0.037
Br -8.646 23.460 -3.701  -0.134
C -8.721 20.761 -6.757  -0.257
H -13.621 27.790 -5.053  0.344
H -7.164 30.832 -1.926  -0.688
C -8.342 30.274 -5.267  -0.312
O -4.095 24.864 -4.288  -0.519
C -6.811 26.623 -6.961  -0.198
C -8.701 26.256 -3.243  0.178
Br -9.771 25.561 1.374  -0.193
H -4.804 24.534 1.056  0.554
H -3.310 30.530 -1.915  0.353
H -3.115 22.710 1.026  0.410
H -8.435 30.896 -4.381  0.329
H -10.676 21.783 -6.278  0.196
Br -10.057 29.343 -5.490  -0.042
C -4.995 23.604 0.533  -0.305
H -2.205 25.157 -2.049  0.345
Br -5.869 27.947 1.716  -0.165
C -5.628 21.275 -0.690  -0.785
N -11.899 26.705 -7.697  -0.597
H -7.434 25.230 2.195  0.271
C -6.470 31.356 -1.247  0.466
H -3.682 20.561 -0.164  0.383
C -10.950 26.038 -7.069  -0.667
H -7.170 26.534 0.090  -0.471
H -7.954 30.439 -7.383  0.380
C -5.349 26.230 -6.883  0.068
C -4.549 32.273 -2.218  -0.495
H -5.246 25.684 -2.053  -0.260
C -6.426 22.430 -0.737  -0.241
H -5.510 23.653 -3.333  0.122
H -10.083 25.414 -5.205  -0.079
H -7.850 20.444 -6.171  0.299
H -2.304 25.821 -4.341  0.325
H -9.298 18.055 -6.567  0.269
C -4.409 24.981 -1.974  2.059
C -12.779 27.342 -6.968  -0.402
H -7.152 27.258 -6.151  -0.201
Br -10.091 30.884 -1.663  -0.136
C -3.236 25.970 -3.786  -0.232
H -6.984 27.148 -7.898  0.528
H -8.754 31.884 -6.725  0.453
H -7.453 22.313 -1.090  0.547
H -11.817 29.661 -3.062  0.389
H -10.617 28.571 -2.349  -0.349
C -10.906 25.934 -5.694  0.876
C -10.731 19.636 -6.084  -0.647
C -10.017 20.981 -5.974  0.173
C -4.356 30.748 -2.165  -0.419
H -5.656 29.355 -1.045  -0.349
H -4.302 32.711 -3.185  0.297
H -11.604 28.507 -0.296  0.277
H -12.640 29.930 -0.585  0.476
H -4.845 30.534 -0.022  0.295
O -8.993 19.731 -7.711  -0.440
C -7.828 25.069 -2.917  0.730
C -7.466 27.049 0.995  0.038
H -11.865 26.486 -3.867  0.214
H -4.473 24.481 -1.016  -1.248
Br -7.963 25.059 -7.043  -0.103
N -6.157 23.546 -0.085  -0.112
H -8.128 27.869 0.767  0.474
C -8.075 31.076 -6.514  -0.658
H -6.963 31.767 -0.366  0.367
H -3.008 26.705 -1.795  0.349
H -9.736 26.211 -2.889  0.559
H -7.584 29.527 -5.089  0.069
C -11.257 29.427 -2.171  0.007
H -10.256 25.489 -7.693  0.387
C -12.137 29.090 -1.034  -0.460
H -5.066 25.577 -7.706  0.407
O -5.931 32.497 -1.984  -0.450
C -4.394 21.376 -0.059  -0.273
C -8.027 26.115 2.011  -0.475
Br -13.399 27.803 -1.794  -0.183
H -6.903 25.143 -3.477  -0.491
H -3.929 32.765 -1.455  0.278
H -9.687 21.168 -4.941  -0.141
C -12.828 27.290 -5.592  -0.198
H -3.842 23.165 -3.103  0.343
H -11.720 19.760 -6.528  0.246
H -5.033 25.727 -5.970  -0.154
H -3.709 26.886 -4.134  0.021
H -4.616 30.281 -3.114  0.129
C -4.497 24.053 -3.181  -0.507
C -9.870 18.833 -7.084  -0.448
H -8.863 26.364 -4.321  -0.774
H -8.112 26.631 2.968  0.468
Br -6.323 31.952 -6.252  -0.195
H -8.445 21.678 -7.296  0.094



[2]
The following is a quantum chemistry calculation of a structure of composition C32H55GaNP2Si at a distorted geometry, from the Open Molecules 2025 dataset.

Computed properties:
HOMO level (alpha / beta) = -0.3547 / -0.3350 Ha
largest force on an atom = 2.90 eV/Å
total charge = +1
2S+1 = 1
electronic energy = -114391.37843 eV

Last column: Mulliken charge in e.
Positions of all 92 atoms, in Å:
H -0.952 -2.788 -4.385  0.956
H -2.137 5.101 1.407  0.361
H -1.025 -1.920 2.860  0.354
C -2.946 0.003 0.088  -1.041
C 2.265 -0.028 4.322  -0.492
Si 3.531 0.041 1.469  0.522
C -2.487 -4.924 -0.846  -0.588
H -2.779 3.555 0.840  0.333
H -2.753 0.638 -0.790  0.078
H 3.047 -2.343 0.887  0.198
C -3.017 -3.500 -4.320  -0.941
N 1.920 0.533 1.977  0.870
H 3.481 3.625 0.497  0.122
C 1.075 4.605 2.160  -1.544
H 4.382 -0.196 -0.810  0.455
H -4.568 -2.281 -1.873  0.375
H -0.019 0.213 -3.592  0.555
H -5.068 -3.526 -3.717  0.427
H -2.451 -0.861 2.951  0.456
C 0.745 0.807 6.002  -0.628
H -3.634 -0.807 -0.202  0.306
Ga 0.479 0.709 0.419  -0.906
C -0.689 -0.244 -2.851  -0.766
C 3.685 -1.812 1.608  -1.093
C -3.978 -3.197 -1.959  0.026
C -3.305 -3.670 -0.896  -0.612
C -1.810 -5.357 -2.167  -1.167
H 4.932 1.928 2.226  0.280
H -4.192 -4.961 -3.196  0.302
H -2.745 3.062 -1.322  0.352
H 4.501 1.485 -0.265  0.415
H -3.105 -5.764 -0.486  0.436
H 1.836 3.969 2.643  0.178
H 4.736 -2.085 1.420  0.418
P 0.358 -0.840 -1.476  0.843
C 1.525 0.612 3.298  0.736
C 1.487 3.868 -0.283  0.811
H 3.426 -2.161 2.617  0.348
H -0.350 -2.732 -0.034  0.577
H 2.961 0.872 -0.901  -0.173
H -1.699 -4.795 -0.083  0.291
H 1.126 -2.844 -2.599  0.135
H -3.427 0.626 0.856  0.500
H 3.159 5.200 -0.247  0.377
C 0.664 3.537 -1.393  0.604
C 0.367 1.331 3.665  0.641
C -0.688 3.556 -0.953  0.680
H 0.458 0.897 7.051  0.379
H 2.070 2.833 -2.865  0.356
C -0.696 3.845 0.439  0.443
H 3.147 -0.601 4.049  0.238
C 2.946 4.123 -0.326  -1.455
C -4.111 -3.868 -3.288  -1.018
H 2.043 -1.390 -3.051  0.495
C -1.899 -1.555 2.305  -1.267
H 0.224 4.681 2.850  0.411
H -1.050 -6.109 -1.898  0.447
C 1.117 3.376 -2.791  -1.899
H -1.235 -1.068 -3.337  -0.090
H 0.377 2.848 -3.406  0.330
H 2.365 -2.184 -1.479  0.204
H 4.583 0.847 3.593  0.416
H 2.467 -0.454 6.412  0.413
H -2.559 -2.398 2.054  0.382
H -3.090 -4.216 -5.156  0.356
C -0.823 -1.848 -0.478  0.046
H 5.773 0.361 2.369  0.405
C 1.876 0.061 5.654  -0.907
H -1.647 -2.183 -1.124  -1.009
P -1.414 -0.667 0.821  0.885
H -0.200 1.841 2.878  -0.156
H 3.376 3.778 -1.272  0.386
H -1.755 3.621 2.297  0.259
H 1.278 4.357 -3.269  0.339
C -1.089 -4.264 -2.884  -0.083
H -0.018 -4.254 -2.674  0.394
H -2.532 -5.874 -2.814  0.327
C -0.005 1.444 5.008  -0.990
H -2.182 4.549 -2.084  0.382
C -1.608 -3.451 -3.813  -0.597
C 1.585 -1.926 -2.210  -1.113
H -1.693 3.007 -2.769  0.377
C -1.883 3.521 -1.822  -1.612
H -1.414 0.516 -2.530  0.021
H 1.507 5.612 2.055  0.397
C -1.896 4.031 1.285  -1.756
H -3.271 -2.519 -4.754  0.316
C 4.814 0.876 2.522  -1.252
C 3.837 0.608 -0.291  -0.608
H -0.886 2.041 5.262  0.436
H -3.396 -3.159 0.069  0.553
C 0.642 4.074 0.843  1.054